# 1
103
Properties=species:S:1:pos:R:3:mulliken_charge:R:1 method="wB97M-V/def2-TZVPD" gap_ha=0.205 largest_force_ev_per_a=0.99 e_above_lowest_kj_mol=0.0 e_homo_ev=-1.244 charge=-2 e_lumo_ev=4.341
Sr 0.4795 0.0838 0.6170 2.21
C 5.3334 -0.0768 -3.2973 -1.12
C 4.0665 0.1135 -4.1372 -1.12
C 2.9178 0.6170 -3.3195 0.43
C 2.4872 1.8998 -3.1791 0.55
C 2.9900 3.1231 -3.8810 -1.14
C 2.1153 3.5236 -5.0729 -1.14
C 1.3859 1.8592 -2.2229 0.05
N 1.1762 0.5883 -1.8161 -0.20
C 2.0572 -0.1992 -2.4697 0.06
C 2.1025 -1.5939 -2.3734 -0.68
C 1.2297 -2.4318 -1.6763 0.46
C 1.3126 -3.8905 -1.6556 0.26
C 2.4090 -4.7092 -2.2622 -1.18
C 3.6642 -4.7144 -1.3835 -1.13
C 0.2680 -4.3201 -0.9006 0.60
C -0.4478 -3.1200 -0.4722 0.09
C -1.6129 -3.1157 0.3010 -0.55
C -2.3639 -2.0099 0.7055 0.08
N -2.0230 -0.7217 0.4934 0.00
C -3.0418 0.0450 0.9392 0.02
C -3.1143 1.4345 0.8165 -0.67
C -2.2216 2.2792 0.1479 0.37
N -1.1129 1.8683 -0.5006 -0.25
C -0.5311 2.9643 -1.0377 0.28
C 0.6214 2.9598 -1.8260 -0.55
C -1.3052 4.1570 -0.7015 0.37
C -2.3645 3.7278 0.0330 0.31
C -3.4780 4.5470 0.6074 -1.11
C -4.7246 4.5537 -0.2824 -1.20
C -0.9227 5.5673 -1.0262 -1.19
C 0.1184 6.1130 -0.0430 -1.17
C -4.0930 -0.7990 1.5050 0.30
C -3.6602 -2.0807 1.3771 0.45
C -4.3756 -3.3380 1.7641 -1.12
C -5.0775 -4.0064 0.5787 -1.06
C -5.3556 -0.3061 2.1410 -1.15
C -5.1312 0.1686 3.5796 -1.15
N 0.1685 -2.0190 -0.9485 -0.24
C -0.1173 -5.7289 -0.5730 -1.22
C -1.2339 -6.2598 -1.4766 -1.05
H 6.1540 -0.4902 -3.8908 0.37
H 5.1372 -0.7488 -2.4607 0.24
H 5.6569 0.8765 -2.8753 0.30
H 3.7976 -0.8384 -4.6047 0.40
H 4.2717 0.8080 -4.9578 0.44
H 4.0147 2.9541 -4.2251 0.45
H 3.0412 3.9558 -3.1732 0.39
H 2.0893 2.7202 -5.8122 0.30
H 2.4874 4.4295 -5.5603 0.37
H 1.0888 3.7020 -4.7498 0.25
H 2.8919 -2.0881 -2.9316 0.15
H 2.6596 -4.3223 -3.2548 0.41
H 2.0634 -5.7365 -2.4146 0.46
H 4.0042 -3.6951 -1.1964 0.24
H 4.4796 -5.2769 -1.8477 0.37
H 3.4449 -5.1569 -0.4103 0.31
H -1.9933 -4.0883 0.5985 0.25
H -3.9800 1.9122 1.2650 0.19
H 0.9441 3.9265 -2.2006 0.14
H -3.1359 5.5743 0.7631 0.45
H -3.7413 4.1633 1.5970 0.41
H -4.4917 4.9771 -1.2618 0.30
H -5.5356 5.1377 0.1625 0.38
H -5.0818 3.5353 -0.4445 0.27
H -1.8124 6.2050 -1.0123 0.44
H -0.5262 5.6221 -2.0447 0.39
H -0.2856 6.1298 0.9705 0.29
H 0.4331 7.1262 -0.3102 0.38
H 0.9977 5.4683 -0.0204 0.28
H -5.1115 -3.1156 2.5424 0.44
H -3.6663 -4.0423 2.2090 0.41
H -5.8354 -3.3407 0.1602 0.30
H -5.5633 -4.9413 0.8727 0.36
H -4.3616 -4.2246 -0.2151 0.19
H -6.1124 -1.0965 2.1288 0.43
H -5.7674 0.5177 1.5500 0.39
H -4.7580 -0.6505 4.1970 0.31
H -6.0539 0.5486 4.0276 0.37
H -4.3804 0.9594 3.6066 0.27
H -0.4378 -5.7855 0.4711 0.40
H 0.7587 -6.3786 -0.6558 0.45
H -2.1189 -5.6256 -1.4019 0.17
H -1.5185 -7.2815 -1.2086 0.36
H -0.9157 -6.2532 -2.5213 0.30
O 2.7227 -2.8087 3.1735 -0.79
S 2.1833 -1.5663 2.6739 1.40
O 2.7127 -1.1251 1.3851 -0.61
O 0.7212 -1.4915 2.6347 -0.63
C 2.7128 -0.3092 3.9050 -0.27
C 3.4755 -0.8648 4.9294 -0.57
C 3.9818 -0.1158 5.9808 -0.60
C 3.7251 1.2392 6.0240 -0.58
C 2.9707 1.8144 5.0127 -0.59
C 2.4534 1.0814 3.9474 -0.13
S 1.5074 2.1324 2.7778 1.38
O 2.1145 1.9109 1.4648 -0.66
O 1.6460 3.4710 3.3015 -0.79
O 0.1440 1.6027 2.7620 -0.62
H 3.6664 -1.9267 4.8844 0.55
H 4.5688 -0.6016 6.7518 0.36
H 4.1025 1.8581 6.8299 0.36
H 2.7656 2.8745 5.0304 0.54

# 2
9
Properties=species:S:1:pos:R:3:mulliken_charge:R:1 method="wB97M-V/def2-TZVPD" gap_ha=0.438 largest_force_ev_per_a=4.88 e_above_lowest_kj_mol=113.6 e_homo_ev=-11.646 e_lumo_ev=0.286
C 0.0286 -0.7637 0.9452 0.45
C 0.7835 0.0108 -0.0821 0.19
C -0.6191 0.3829 -0.5488 0.17
O 0.1309 -1.2967 2.0372 -0.50
O -1.2256 -0.5547 0.2959 -0.29
F 1.6409 1.0036 0.2123 -0.26
F -1.0840 0.2819 -1.8431 -0.27
H 1.2749 -0.5029 -0.7984 0.26
H -0.9301 1.4388 -0.2181 0.24